DFT (ωB97M-V/def2-TZVPD) results for a structure of composition C23H33ClN2O5ReS2.

Computed properties:
DFT total energy, eV: -73913.774
Relative energy (zero: lowest compared OMol25 entry of this formula, charge and spin), kJ/mol: 115.8
2S+1: 4
Total charge: +2
⟨S²⟩: 3.7730

Element x y z (Å)
1 Re 1.737 1.255 0.703
2 N 5.547 2.826 0.668
3 C 4.269 2.624 0.886
4 O 3.793 1.448 0.740
5 C 3.350 3.720 1.318
6 C 1.904 3.347 0.957
7 H 6.147 2.064 0.386
8 H 5.954 3.742 0.776
9 H 3.680 4.677 0.908
10 H 3.463 3.790 2.406
11 H 1.636 3.787 -0.017
12 H 1.213 3.784 1.682
13 S 1.475 0.494 2.888
14 C 1.971 -1.194 2.782
15 N 3.165 -1.513 2.251
16 C 3.615 -2.773 2.142
17 C 2.857 -3.814 2.623
18 C 1.630 -3.525 3.212
19 C 1.184 -2.214 3.293
20 H 3.726 -0.761 1.858
21 H 4.577 -2.900 1.670
22 H 3.222 -4.826 2.539
23 H 1.012 -4.325 3.597
24 H 0.229 -1.973 3.734
25 C -2.818 4.651 1.375
26 C -2.085 4.217 0.114
27 C -2.302 2.746 -0.214
28 S -1.479 1.666 0.978
29 O -0.188 1.231 0.180
30 C -2.505 0.198 0.886
31 C -1.868 -0.992 1.588
32 C -2.778 -2.210 1.472
33 H -2.678 5.714 1.555
34 H -2.458 4.122 2.258
35 H -3.888 4.470 1.285
36 H -1.013 4.420 0.198
37 H -2.437 4.791 -0.745
38 H -1.885 2.449 -1.176
39 H -3.360 2.475 -0.191
40 H -2.698 0.003 -0.173
41 H -3.436 0.504 1.373
42 H -1.697 -0.737 2.638
43 H -0.904 -1.214 1.127
44 H -3.727 -2.053 1.984
45 H -2.300 -3.085 1.910
46 H -2.984 -2.441 0.428
47 C -0.638 -3.771 -4.572
48 C -1.462 -2.714 -3.907
49 C -2.843 -2.718 -3.981
50 C -3.594 -1.721 -3.368
51 Cl -5.320 -1.752 -3.484
52 C -2.974 -0.703 -2.665
53 C -1.588 -0.688 -2.564
54 C -0.843 -1.680 -3.189
55 O 0.529 -1.731 -3.186
56 C 1.239 -0.873 -2.357
57 C 1.171 -1.300 -0.903
58 O 0.561 -2.242 -0.487
59 O 1.959 -0.569 -0.101
60 H -1.275 -4.491 -5.078
61 H -0.022 -4.298 -3.843
62 H 0.038 -3.331 -5.306
63 H -3.345 -3.504 -4.527
64 H -3.576 0.074 -2.219
65 H -1.111 0.101 -2.004
66 H 0.938 0.176 -2.444
67 H 2.287 -0.927 -2.666